{"formula": "C9H19N4", "method": "ωB97M-V/def2-TZVPD", "mol_weight_g_mol": 183.28, "de_lowest_ev": 0.2244, "total_charge": 1, "species": ["N", "N", "N", "N", "C", "C", "C", "C", "C", "C", "C", "C", "C", "H", "H", "H", "H", "H", "H", "H", "H", "H", "H", "H", "H", "H", "H", "H", "H", "H", "H", "H"], "xyz": [[-1.53261, 2.06091, 2.42987], [-0.78049, 1.92201, -0.72625], [1.70138, 1.88156, -0.20205], [-2.35529, -0.62316, -0.80964], [-1.21065, -3.08187, 0.05792], [1.66516, -0.50844, 0.44708], [3.08418, -0.44203, 0.96958], [-0.44428, -1.71530, 0.04710], [-0.18873, 0.62452, -0.85930], [0.26371, 0.46191, -2.28259], [0.89533, -1.64740, 0.47912], [1.11656, 0.64300, -0.09523], [-1.05282, -0.55730, -0.46131], [-0.54893, -3.81003, 0.63795], [1.01041, 2.56482, -0.53182], [-1.17597, -3.57439, -0.95161], [1.43024, -2.49118, 0.82333], [3.70745, -0.12341, 0.07336], [3.40833, -1.30376, 1.38837], [-1.86294, 2.98603, 2.68555], [-0.88610, 2.09171, 0.25084], [-2.31873, 1.59417, 2.06555], [-2.86289, -1.41463, -0.40912], [-1.74339, 2.06349, -1.01753], [0.87478, -0.38607, -2.32935], [2.61664, 2.16409, 0.01578], [0.98460, 1.36119, -2.56621], [-2.21799, -3.03611, 0.44363], [-0.63396, 0.41219, -2.89377], [-2.64326, -0.08541, -1.61923], [-1.26642, 1.60362, 3.28329], [2.96666, 0.36527, 1.65671]]}